A 10-piece molecular cluster, C40H60O30 overall, computed with wB97M-V/def2-TZVPD.

```
130
Properties=species:S:1:pos:R:3:forces:R:3:mulliken_charge:R:1
C -21.811450 -4.114287 -8.065624 1.3 1.4 0.2 -1.502
C -20.689040 -3.376032 -7.263414 -1.0 -0.4 -2.5 0.573
C -20.936386 -3.180690 -5.808909 -1.2 0.5 0.4 -0.528
O -19.661720 -3.286577 -5.258297 1.8 -0.8 0.5 -0.375
C -18.820863 -3.910683 -6.116456 1.4 0.5 0.0 0.474
O -17.649638 -4.153917 -5.880091 -2.4 0.1 -0.6 -0.576
O -19.449450 -4.090011 -7.325599 0.9 -0.7 1.4 0.058
H -21.633094 -4.059546 -9.139537 0.5 -0.2 0.0 0.199
H -22.684106 -3.467937 -7.971693 -0.5 -0.7 0.5 0.536
H -21.883811 -5.162300 -7.774874 -0.6 0.3 0.2 0.321
H -20.430478 -2.442759 -7.763666 -0.5 0.3 0.1 0.214
H -21.631850 -3.905234 -5.385264 0.2 -0.3 0.0 0.320
H -21.315016 -2.195933 -5.535070 -0.1 0.0 -0.3 0.325
C -23.153632 -4.056060 -14.829448 0.8 0.3 0.8 -1.352
C -22.267796 -3.630844 -13.638618 -1.4 1.8 -0.2 0.205
C -23.050143 -3.360491 -12.303717 -0.2 0.1 -2.1 -0.455
O -22.910635 -4.598550 -11.635683 1.0 -0.8 0.5 -0.124
C -21.819536 -5.246627 -12.135267 0.2 0.5 -1.1 0.535
O -21.265452 -6.205942 -11.702678 -0.4 -0.1 0.6 -0.485
O -21.409559 -4.648726 -13.293984 0.7 -1.8 1.3 -0.368
H -23.854224 -4.837584 -14.535357 0.2 -0.2 -0.1 0.301
H -22.391639 -4.395173 -15.531224 -0.6 -0.3 -0.5 0.378
H -23.738021 -3.233119 -15.240968 0.2 0.1 0.0 0.383
H -21.612612 -2.813978 -13.941205 -0.3 0.3 0.1 0.369
H -24.087981 -3.244035 -12.615846 -0.1 0.2 0.7 0.343
H -22.674921 -2.516156 -11.725439 0.0 -0.2 0.1 0.263
C -23.146390 -9.114143 -8.885449 -0.9 -0.3 0.3 -1.896
C -23.277290 -7.715464 -9.441407 1.0 -2.1 0.0 2.677
C -24.235876 -7.536735 -10.592608 -0.1 -0.3 -0.6 -0.451
O -25.050171 -6.460818 -10.149935 -1.0 0.8 -0.7 -0.317
C -24.734886 -6.048019 -8.926700 -0.1 2.9 1.8 0.532
O -25.135190 -5.014176 -8.346381 1.1 -3.9 -2.2 -0.613
O -23.807643 -6.897418 -8.410996 0.4 1.1 0.1 -0.433
H -22.828260 -9.808989 -9.662692 -0.3 -0.1 -0.1 0.366
H -24.129545 -9.336906 -8.470858 0.0 -0.7 -0.1 0.437
H -22.441922 -9.253465 -8.065442 0.1 0.6 -0.1 0.190
H -22.273226 -7.538995 -9.827155 0.1 1.5 0.5 -0.899
H -24.838306 -8.390246 -10.903586 -0.3 -0.1 0.7 0.346
H -23.709831 -7.295457 -11.516270 0.0 0.6 0.1 0.151
C -16.292086 -12.638927 -7.815694 -0.3 -0.2 -0.1 -1.050
C -16.980485 -13.965316 -7.719570 0.3 -0.3 1.4 0.420
C -18.464890 -13.962038 -7.400199 0.0 1.3 1.4 0.699
O -19.051654 -14.788353 -8.349602 -0.3 -0.9 -1.6 -0.288
C -18.094451 -15.185204 -9.251688 -0.8 -3.8 -2.1 0.539
O -18.215545 -16.036334 -10.154277 -0.4 3.3 2.9 -0.619
O -16.940212 -14.663067 -8.922585 1.3 -0.1 -1.3 -0.366
H -16.568460 -12.123331 -6.895971 0.2 0.5 -0.3 0.042
H -16.670954 -12.165742 -8.721584 0.0 0.5 0.3 0.275
H -15.209244 -12.730487 -7.900430 -0.1 -0.1 0.1 0.511
H -16.509187 -14.584738 -6.956495 0.4 -0.1 -0.1 0.249
H -18.883902 -12.955797 -7.402389 0.0 0.1 -0.5 -0.742
H -18.643837 -14.339723 -6.393501 -0.1 -0.3 -0.1 0.288
C -21.590703 -13.210602 -10.015626 -0.4 -1.3 0.7 -1.500
C -21.966523 -13.338123 -8.526053 0.4 0.3 0.1 0.665
C -21.552126 -12.109245 -7.691402 0.7 -0.2 -1.2 0.915
O -22.733050 -11.590455 -7.095312 0.1 -0.6 0.6 -0.401
C -23.760091 -12.383600 -7.407412 -3.5 -0.5 -1.4 0.509
O -24.942471 -12.243210 -7.099324 3.6 -0.2 -0.3 -0.574
O -23.374451 -13.335477 -8.356382 -0.7 0.6 1.1 -0.411
H -20.514702 -13.124195 -10.166820 0.0 1.0 0.2 0.286
H -22.271499 -12.481977 -10.455755 0.6 0.3 -0.2 0.427
H -21.736846 -14.163362 -10.524549 -0.6 -0.1 0.1 0.385
H -21.558978 -14.242699 -8.074667 -0.1 -0.1 -0.2 0.310
H -21.179833 -11.388634 -8.419557 0.2 0.4 0.5 -0.060
H -20.780133 -12.380026 -6.971115 -0.3 0.4 0.2 -0.458
C -13.793012 -7.798609 -8.976036 0.9 0.1 1.2 -0.729
C -12.389226 -8.186630 -8.510299 -0.2 -0.7 -1.3 0.274
C -11.273441 -7.195301 -8.848076 -0.5 -0.3 0.7 -0.516
O -10.912352 -6.716268 -7.535025 0.1 0.3 0.4 -0.348
C -11.645583 -7.343284 -6.560136 0.7 1.3 3.3 0.611
O -11.675471 -7.093861 -5.348434 0.7 -0.2 -3.7 -0.547
O -12.349618 -8.313164 -7.080427 -1.1 -0.9 -1.2 -0.239
H -13.835892 -7.586685 -10.044376 0.0 -0.2 0.1 0.536
H -14.007953 -6.903539 -8.392304 -0.5 0.1 -0.3 -0.019
H -14.447818 -8.607004 -8.650691 -0.3 0.2 -0.4 0.088
H -12.131583 -9.151084 -8.947941 0.0 -0.2 0.3 0.375
H -11.588526 -6.366317 -9.481795 -0.1 0.1 0.3 0.288
H -10.476849 -7.719059 -9.376490 0.4 0.2 0.5 0.295
C -14.734995 -5.569146 -5.939080 0.3 0.8 0.2 -1.189
C -15.651959 -6.525972 -5.175291 -0.5 -0.3 -3.1 0.938
C -15.608398 -8.023997 -5.591461 -0.1 1.4 -0.6 1.290
O -14.774165 -8.542406 -4.610075 1.3 -1.7 0.5 -0.448
C -14.616822 -7.717290 -3.559374 -0.8 -0.8 1.8 0.672
O -14.159906 -8.024169 -2.475370 -0.6 0.9 -2.6 -0.611
O -15.291474 -6.582050 -3.865788 0.8 0.7 2.9 -0.434
H -14.802497 -5.575358 -7.026979 -0.5 -0.3 0.0 0.073
H -13.672522 -5.629061 -5.703133 0.0 -0.6 0.2 0.313
H -14.987686 -4.557333 -5.622108 -0.2 0.1 -0.1 0.318
H -16.671404 -6.158368 -5.292388 0.1 0.1 0.4 -0.133
H -15.199896 -8.186703 -6.588830 0.2 0.0 0.2 -0.655
H -16.596271 -8.484585 -5.583248 -0.1 -0.1 0.3 -0.193
C -16.530159 -11.160172 -3.628172 -1.7 0.1 -0.7 -1.070
C -17.913998 -10.557542 -3.287425 1.7 0.9 1.2 0.679
C -19.120839 -10.916124 -4.123200 1.2 0.4 -1.7 0.782
O -20.029794 -11.492872 -3.241792 -0.7 -0.2 -1.1 -0.338
C -19.616101 -11.313703 -2.008802 -2.3 -0.3 4.7 0.484
O -20.394423 -11.468970 -1.040371 3.3 0.4 -3.0 -0.624
O -18.313708 -10.923192 -1.971341 -1.4 -1.0 0.9 -0.425
H -15.765286 -11.053205 -2.858996 -0.3 0.1 0.0 0.399
H -16.241640 -10.638604 -4.540758 0.4 -0.1 0.0 -0.016
H -16.723404 -12.201882 -3.884281 0.4 -0.2 0.1 0.344
H -17.825123 -9.477931 -3.166445 0.2 0.2 -0.6 0.221
H -18.825085 -11.578013 -4.937161 -0.3 -0.4 0.1 -0.489
H -19.506964 -10.019931 -4.608838 -0.4 -0.1 0.1 0.038
C -16.779350 -2.097334 -9.712007 -0.3 0.4 -0.2 -1.186
C -17.158264 -1.410794 -8.416100 0.0 -0.3 1.0 1.163
C -16.188844 -1.710433 -7.266900 -0.3 -1.7 0.7 -0.085
O -15.456611 -0.544515 -7.067696 1.2 1.6 -0.4 -0.378
C -15.962693 0.448461 -7.808515 1.3 5.3 -0.2 0.542
O -15.607730 1.680690 -7.817750 -1.5 -6.1 0.2 -0.605
O -16.961110 -0.026398 -8.566994 -0.1 1.5 -0.6 -0.403
H -15.723056 -1.882945 -9.874444 0.1 -0.2 -0.2 0.408
H -17.343081 -1.641548 -10.525991 0.0 0.0 -0.1 0.365
H -16.953299 -3.172268 -9.760674 0.0 0.0 0.4 0.152
H -18.189842 -1.509578 -8.078180 -0.1 -0.4 -0.4 -0.177
H -15.588454 -2.569566 -7.566115 0.6 0.2 0.1 0.061
H -16.551417 -1.941467 -6.265275 -0.8 -0.3 -0.4 0.117
C -17.591299 -6.755899 -9.763906 0.6 -0.1 -0.6 -1.436
C -18.303447 -7.190704 -8.499075 1.8 0.4 0.0 1.771
C -19.678524 -7.606338 -8.663844 -3.4 1.5 -1.2 -0.218
O -19.848234 -8.928978 -8.219413 -0.7 -0.5 -0.6 -0.438
C -18.684170 -9.376970 -7.850177 1.8 -1.3 3.5 0.193
O -18.485736 -10.410677 -7.203453 -0.3 2.0 -2.2 -0.082
O -17.744732 -8.400850 -8.000077 1.1 -1.3 0.3 -0.230
H -17.855110 -7.358376 -10.633119 -0.4 -0.2 0.1 0.458
H -16.512176 -6.896096 -9.701080 0.1 0.1 0.5 0.074
H -17.744196 -5.715870 -10.052111 -0.3 0.0 0.3 0.291
H -18.279797 -6.410468 -7.738305 0.7 -0.1 0.1 -0.575
H -19.954155 -7.512436 -9.714229 -0.5 -0.2 0.1 -0.058
H -20.305703 -6.972136 -8.037317 -0.4 -0.1 -0.3 0.110
```
Positions in Å, forces in eV/Å.

For the HOMO-LUMO gap, the calculation gives 0.36751 hartree. For the relative energy (zero: lowest compared OMol25 entry of this formula, charge and spin), the calculation gives 95.42 kcal per mole. For the molar mass, the calculation gives 1020.9 g mol⁻¹. Its net charge is 0. Its LUMO energy is -0.525 eV.